# 1
14
Properties=species:S:1:pos:R:3:forces:R:3 method="wB97M-V/def2-TZVPD" smiles="C[C@]1(N)O[C@H]1C=O" e_above_lowest_kcal_mol=51.6 homo_lumo_gap_ev=10.8
C 1.387427 1.055127 -0.038703 0.10 0.14 -0.09
C 0.207409 0.207994 0.351644 -0.01 -0.07 -0.22
N -0.813229 0.759964 1.192001 0.23 0.02 -0.05
O 0.622928 -1.136016 0.543323 0.22 0.03 0.58
C -0.131881 -0.845542 -0.618161 -0.22 -0.07 -0.49
C -1.380108 -1.673653 -0.653965 0.05 -0.03 -0.31
O -1.891042 -2.011129 -1.692964 -0.05 0.17 0.42
H 1.933193 1.385028 0.851331 -0.11 0.07 -0.11
H 2.062911 0.444059 -0.645671 -0.05 0.24 0.10
H 1.053509 1.915403 -0.623692 0.15 0.07 0.13
H -1.355422 1.414377 0.630717 -0.06 -0.20 0.15
H -0.393851 1.310896 1.938920 -0.06 -0.18 -0.06
H 0.393246 -0.772674 -1.574440 -0.03 -0.36 0.16
H -1.695091 -2.053834 0.339659 -0.15 0.18 -0.20

=====

# 2
14
Properties=species:S:1:pos:R:3:forces:R:3 method="wB97M-V/def2-TZVPD" smiles="NC(=O)C[C@H]1CO1" e_above_lowest_kcal_mol=34.1 homo_lumo_gap_ev=10.8
N -1.654247 -1.781565 -0.187534 -0.05 -0.09 -0.02
C -0.528875 -1.023387 -0.225166 0.12 -0.13 -0.04
O 0.543747 -1.505656 -0.547630 -0.40 0.05 0.05
C -0.661123 0.445685 0.185111 0.04 0.06 0.01
C 0.703026 0.848466 0.684149 -0.03 -0.25 0.04
C 1.724441 1.087173 -0.317909 0.21 -0.11 -0.17
O 1.181659 2.161275 0.450942 -0.10 0.26 0.03
H -1.546233 -2.751708 -0.441386 -0.14 0.12 -0.02
H -2.567866 -1.418486 0.021747 0.14 0.02 0.02
H -1.458820 0.595737 0.922949 0.17 -0.10 -0.08
H -0.910122 1.057392 -0.692265 0.04 -0.18 0.09
H 0.999623 0.412892 1.639539 -0.01 0.12 -0.14
H 1.420993 1.078888 -1.364716 0.10 -0.01 0.17
H 2.753796 0.793293 -0.127830 -0.09 0.23 0.07

=====

# 3
14
Properties=species:S:1:pos:R:3:forces:R:3 method="wB97M-V/def2-TZVPD" e_above_lowest_kcal_mol=114.7 homo_lumo_gap_ev="8.9 / 8.9"
C 0.217113 1.491594 -0.477991 -1.64 -0.90 -0.60
C -1.724825 -0.591531 0.647587 -0.25 0.29 1.86
C 1.402639 -0.399013 -0.344748 -1.02 -1.97 0.73
C 0.007118 0.044440 -0.845355 1.68 0.67 -0.30
O 1.467479 -0.540253 1.000653 0.52 0.08 -0.01
N -1.296867 0.336338 -0.369731 1.73 -0.11 -1.23
O 2.333409 -0.627484 -1.082793 -0.69 0.54 0.43
H 2.393676 -0.762957 1.201015 -0.19 0.03 0.05
H 0.283463 1.838781 0.543639 0.58 -0.78 0.09
H 0.563291 2.180127 -1.240329 -1.23 0.50 -0.21
H -0.081985 -0.418351 -1.827217 0.62 1.10 -0.65
H -1.566959 -0.179821 1.655660 -0.24 -0.26 0.02
H -2.787514 -0.805110 0.508115 -0.02 0.34 0.09
H -1.210039 -1.566760 0.631495 0.15 0.47 -0.27

=====

# 4
14
Properties=species:S:1:pos:R:3:forces:R:3 method="wB97M-V/def2-TZVPD" smiles="CC(=O)CNC=O" e_above_lowest_kcal_mol=15.9 homo_lumo_gap_ev=10.3
C -0.390631 -0.317809 2.167378 -0.03 0.03 0.06
C -0.328691 0.234524 0.764404 -0.07 0.26 0.01
O -0.633791 1.374739 0.500146 0.10 -0.45 0.12
C 0.171465 -0.703833 -0.341100 0.04 -0.04 0.05
N -0.044799 -0.173930 -1.661160 -0.11 0.18 -0.11
C 0.628338 0.953555 -2.063182 -0.05 0.06 -0.19
O 0.277570 1.676641 -2.966362 0.15 -0.27 0.28
H -0.988020 -1.235516 2.199731 0.09 0.11 -0.03
H -0.829260 0.433493 2.825940 0.08 -0.12 -0.06
H 0.615575 -0.569385 2.522752 -0.12 0.02 -0.09
H -0.300618 -1.688475 -0.251262 0.05 0.16 0.01
H 1.246399 -0.872634 -0.183760 -0.15 0.04 0.03
H -0.992418 -0.212554 -2.017208 0.11 -0.03 0.02
H 1.568879 1.101184 -1.496316 -0.09 0.05 -0.09

=====

# 5
14
Properties=species:S:1:pos:R:3:forces:R:3 method="wB97M-V/def2-TZVPD" smiles="[H]/N=C1/CO[C@H](C)O1" e_above_lowest_kcal_mol=66.3 homo_lumo_gap_ev=10.8
H -1.936397 -1.662218 -0.946206 -0.28 0.62 -0.04
N -1.196550 -1.155296 -1.425224 0.86 0.02 0.72
C -0.681863 -0.170487 -0.866760 -2.05 1.57 -0.35
C 0.465071 0.721308 -1.295460 -0.22 -0.12 -0.36
O 0.901811 1.330184 -0.103535 -0.13 0.27 0.13
C 0.003043 0.819972 0.863249 1.26 -1.81 0.68
C 0.479284 -0.701485 1.245668 0.24 0.90 0.90
O -1.246790 0.711862 0.278929 0.73 -2.06 -1.87
H 1.308416 0.273252 -1.824956 -0.32 -0.28 0.09
H -0.033491 1.455990 -1.934495 0.27 0.11 -0.15
H 0.055115 1.505232 1.726607 -0.38 -0.51 -0.32
H -0.350891 -1.333914 1.610256 0.23 0.60 -0.09
H 1.114587 -0.430866 2.068315 0.48 -0.57 0.82
H 1.118657 -1.363536 0.603612 -0.71 1.25 -0.14

=====

# 6
14
Properties=species:S:1:pos:R:3:forces:R:3 method="wB97M-V/def2-TZVPD" e_above_lowest_kcal_mol=106.5 homo_lumo_gap_ev=8.0
C 1.431600 1.210089 0.448748 0.00 -0.05 0.02
C 0.295313 0.674873 -0.365095 0.22 -0.01 -0.12
N 0.492024 0.112931 -1.559578 -0.03 -0.01 0.29
O -0.929869 1.063018 0.025745 0.07 0.10 -0.09
C -1.172278 -0.268409 0.551118 -0.22 0.08 0.30
C -0.783680 -1.847315 -0.523640 -0.09 -0.95 0.46
O -0.876378 -2.817364 0.123734 0.07 0.76 -0.49
H 1.293956 0.930678 1.497936 -0.01 0.02 -0.12
H 2.406211 0.854564 0.105753 -0.17 0.04 0.03
H 1.405989 2.304861 0.402550 -0.03 -0.14 -0.01
H 1.462084 -0.132915 -1.730304 -0.16 0.05 0.02
H -0.855789 -0.334559 1.597978 0.01 0.03 -0.16
H -2.242313 -0.464396 0.456120 0.22 -0.04 -0.02
H -0.156882 -0.738954 -1.690532 0.11 0.12 -0.11

=====

# 7
14
Properties=species:S:1:pos:R:3:forces:R:3 method="wB97M-V/def2-TZVPD" smiles="O=CN1CC(O)C1" e_above_lowest_kcal_mol=38.5 homo_lumo_gap_ev=10.0
O -0.683628 -2.195404 -1.958872 -0.15 0.23 0.17
C -1.189628 -1.304303 -1.303203 0.12 0.02 0.03
N -0.493105 -0.329634 -0.680122 -0.12 -0.24 -0.25
C -0.850643 0.635451 0.356686 -0.17 0.12 0.12
C 0.580028 0.485940 0.909273 -0.18 -0.27 0.02
O 1.201849 1.707862 1.183560 0.20 -0.01 0.12
C 0.937788 -0.266968 -0.402974 0.25 -0.01 0.01
H -2.283868 -1.204413 -1.153251 0.15 -0.02 -0.04
H -1.679785 0.352254 1.013145 0.13 0.02 -0.12
H -1.013158 1.641006 -0.049346 -0.01 -0.12 0.08
H 0.602504 -0.195293 1.771049 0.03 0.17 -0.13
H 1.965408 1.549560 1.750173 -0.08 0.09 -0.10
H 1.426703 -1.241885 -0.319922 -0.10 0.12 -0.01
H 1.479536 0.365828 -1.116196 -0.07 -0.09 0.11

=====

# 8
14
Properties=species:S:1:pos:R:3:forces:R:3 method="wB97M-V/def2-TZVPD" smiles="C=NO[C@@H]1C[C@@H]1O" e_above_lowest_kcal_mol=147.5 homo_lumo_gap_ev=9.9
C -1.718918 2.381368 -0.759445 7.21 -3.29 3.18
N -1.288214 1.198319 -1.041416 -0.35 1.14 0.52
O -0.095725 1.025188 -0.309309 0.22 -0.83 0.08
C 0.437667 -0.242502 -0.563469 0.66 -1.13 -0.26
C -0.089206 -1.419032 0.240809 1.73 -0.18 -0.85
C 1.365054 -0.876666 0.475437 -1.66 -4.25 -1.66
O 1.902795 -0.480221 1.652554 -2.03 -1.24 4.17
H -2.512087 2.642027 -1.252883 -4.49 2.16 -2.28
H -0.923518 2.846170 -0.050426 -2.27 0.43 -1.12
H 0.610175 -0.451028 -1.624092 0.29 0.46 0.29
H -0.909710 -1.180251 0.831034 -1.30 0.30 1.19
H 0.030831 -2.451487 -0.155192 -1.02 1.05 0.14
H 1.790217 -1.899573 0.117087 0.80 2.65 -0.11
H 1.400639 -1.092311 2.439313 2.21 2.73 -3.29